No. 1
# C6H7F4NO4

C6H7F4NO4 in the gas phase at a distorted geometry (the ωB97M-V functional and the def2-TZVPD basis, the OMol25 dataset).

```
22
Properties=species:S:1:pos:R:3
C 2.3990 0.1834 -0.6891
C -0.8071 -0.4161 -0.1694
C 1.5899 -0.0179 0.4784
C 0.4681 -1.0307 0.4543
C -1.6665 1.7378 0.2785
C -2.0718 -1.3415 -0.3329
N 1.7759 0.6937 1.5701
O 3.4860 1.0181 -0.3560
O 2.2985 -0.2233 -1.8579
O -1.1005 0.5698 0.7896
O -2.9495 -0.9238 -1.2958
F 0.9115 -2.2240 -0.1726
F 0.2298 -1.3528 1.8050
F -1.0676 2.0251 -0.9101
F -3.0676 1.6783 0.0367
H -0.5744 0.1058 -1.0687
H -2.6226 -1.5081 0.6635
H -1.7356 -2.2494 -0.6960
H 2.7786 1.1766 1.5177
H 1.0332 0.7523 2.3242
H 3.8476 1.3535 -1.1135
H -3.1547 -0.0069 -1.2563
```

Computed properties:
* total charge: 0
* energy above the lowest of the compared OMol25 structures with the same formula, charge and spin: 108.3 kcal/mol


No. 2
# C7H4BrNS2

C7H4BrNS2 in the gas phase at a distorted geometry (the ωB97M-V functional and the def2-TZVPD basis, the OMol25 dataset).

```
15
Properties=species:S:1:pos:R:3
N 1.6846 1.6624 1.9315
C 1.9417 0.6727 1.4364
S 2.3547 -0.7810 0.7462
C 0.5457 -1.0321 -0.4766
C 0.6307 -1.9952 -1.3375
Br 1.9939 -3.2983 -1.5475
C -0.3740 0.0081 -0.3442
C -1.2094 0.0430 0.8230
C -1.7928 1.2358 0.9855
S -1.5093 2.2982 -0.3782
C -0.4510 1.1278 -1.0853
H -0.0297 -2.2716 -2.1887
H -1.3646 -0.6937 1.5267
H -2.5404 1.5565 1.7768
H 0.1198 1.4675 -1.8682
```

Computed properties:
* structure (SMILES): N#CS/C(=C\Br)c1ccsc1
* total charge: 0


No. 3
# C2H3F3OS

2 unconnected molecules or ions with the total composition C2H3F3OS at a distorted geometry (the ωB97M-V functional and the def2-TZVPD basis, the OMol25 dataset).

```
10
Properties=species:S:1:pos:R:3
F -1.1686 0.4799 0.0923
C -1.0001 -0.8181 -0.0447
F -2.2417 -1.3669 -0.1738
F -0.4173 -1.1905 1.3240
S 0.1672 -1.5116 -1.1800
H 0.5611 -2.4426 -0.5766
C 1.0120 1.7357 0.0786
O 1.5692 0.6840 0.2503
H 0.2221 1.8452 -0.5659
H 1.2961 2.5850 0.7958
```

Computed properties:
* structure (SMILES): FC(F)(F)S.C=O
* total charge: 0
* energy above the lowest of the compared OMol25 structures with the same formula, charge and spin: 28.2 kcal/mol


No. 4
# C18H21F3O3Si

2 unconnected molecules or ions with the total composition C18H21F3O3Si at a distorted geometry (the ωB97M-V functional and the def2-TZVPD basis, the OMol25 dataset).

```
46
Properties=species:S:1:pos:R:3
C -0.2097 -4.0208 -0.7006
Si -1.1854 -2.4281 -1.1606
C -1.5365 -2.4143 -3.0291
C -2.7343 -2.3588 -0.0570
C -4.0139 -3.0310 -0.7327
C -5.2717 -2.1081 -0.5166
F -6.4001 -2.8772 -0.7603
F -5.3351 -1.7316 0.8028
O -5.1451 -1.0322 -1.4107
C -5.5546 0.1881 -0.8698
O -4.9187 0.8691 -0.1437
O -6.8177 0.6463 -1.2830
C 0.0470 -0.9929 -0.8370
C 0.8785 -1.1249 0.3684
C 1.8545 -0.1006 0.6453
C 2.0296 1.0517 -0.2661
C 1.1844 1.1754 -1.4273
C 0.2032 0.1490 -1.7113
H -0.7530 -4.9569 -0.9752
H 0.0473 -4.0308 0.3952
H 0.7792 -4.0315 -1.2334
H -0.6731 -2.0652 -3.6432
H -2.3710 -1.6768 -3.2168
H -1.9309 -3.4079 -3.3672
H -2.9875 -1.2895 0.1441
H -2.4813 -2.8703 0.9108
H -4.1944 -4.0699 -0.3673
H -3.9004 -3.1054 -1.8444
H -6.6026 1.2462 -2.0250
H 0.7400 -2.0094 1.0227
H 2.4857 -0.1725 1.5534
H 2.8211 1.7958 -0.0155
H 1.3219 2.0392 -2.1133
H -0.4581 0.1977 -2.6038
F 4.0365 1.6189 3.0193
C 4.5633 2.8237 2.7857
C 3.7329 3.8541 2.3843
C 4.2747 5.1091 2.1369
C 5.6401 5.3177 2.2833
C 6.4647 4.2744 2.6825
C 5.9242 3.0220 2.9405
H 2.6714 3.6722 2.2670
H 3.6314 5.9243 1.8292
H 6.0613 6.2963 2.0858
H 7.5300 4.4359 2.7928
H 6.5518 2.1997 3.2609
```

Computed properties:
* structure (SMILES): C[Si](C)(CCC(F)(F)OC(=O)O)c1ccccc1.Fc1ccccc1
* total charge: 0


No. 5
# C8H20N2OS

3 unconnected molecules or ions with the total composition C8H20N2OS at a distorted geometry (the ωB97M-V functional and the def2-TZVPD basis, the OMol25 dataset).

```
32
Properties=species:S:1:pos:R:3
C 0.4440 2.5242 0.2432
C -1.8115 -0.1952 -1.0784
C 0.5074 3.7556 -0.5128
C 0.3813 -2.3738 1.0795
C -3.2437 -2.0421 -1.1725
C -0.6498 -1.0801 -0.8683
C -0.4210 -1.1427 0.6750
C -1.0926 -0.4591 1.6408
N 1.5179 1.9535 0.7920
N -3.0158 -0.6054 -1.1818
O -1.8900 0.5827 1.3323
S 6.6559 -0.7593 -0.2791
H 1.1516 4.5458 -0.1638
H 0.7965 3.6637 -1.5433
H -0.4518 4.3464 -0.5605
H 0.2396 -2.5247 2.2145
H 1.3770 -2.2309 1.0674
H 0.2780 -3.3301 0.5812
H -2.4626 -2.6311 -1.7762
H -3.3475 -2.3098 -0.2154
H -4.1502 -2.2456 -1.5919
H -0.7230 -2.0410 -1.2792
H 0.3695 -0.8454 -1.1648
H -0.5990 2.2969 0.3469
H -1.0462 -0.5994 2.7386
H 1.5018 1.0762 1.2842
H -1.8055 0.9064 -1.2340
H 2.4259 2.3217 0.5367
H 7.3275 -0.0967 -1.2278
H -3.8204 -0.0100 -1.1887
H -1.8081 1.2081 2.0629
H 7.3646 -1.6586 0.4431
```

Computed properties:
* total charge: +2
* energy above the lowest of the compared OMol25 structures with the same formula, charge and spin: 0.1 kcal/mol


No. 6
# C29H26BrLaN3O5S5

A molecular structure, C29H26BrLaN3O5S5 at a distorted geometry (the ωB97M-V functional and the def2-TZVPD basis, the OMol25 dataset).

```
70
Properties=species:S:1:pos:R:3
La 0.1744 0.1443 0.5936
S -2.8021 0.2517 0.0879
C -3.2486 -0.6366 -1.3457
C -4.6295 -0.8264 -1.6276
C -5.0820 -1.5386 -2.7166
C -4.1649 -2.1369 -3.5968
C -2.8340 -1.9599 -3.3552
C -2.3675 -1.2447 -2.2639
S -0.6056 -1.1135 -2.1015
C -0.3789 -2.8643 -1.5852
C 0.9909 -3.1971 -1.0231
C 1.5761 -4.4184 -1.4208
C 2.7650 -4.7938 -0.8202
C 3.3295 -3.9524 0.1320
C 2.7216 -2.7198 0.3693
C 3.3148 -1.7970 1.3801
S 2.1463 -1.0710 2.5225
C 1.4228 -2.4801 3.2938
C 2.1517 -3.0470 4.3550
C 1.6841 -4.1464 5.0385
C 0.4415 -4.6776 4.6442
C -0.2788 -4.0842 3.6395
C 0.1569 -2.9383 2.9231
S -0.9851 -2.2743 1.7801
N 1.5631 -2.3464 -0.1907
H -5.3544 -0.3840 -0.9401
H -6.1277 -1.6902 -2.8686
H -4.4917 -2.6814 -4.4751
H -2.1423 -2.4154 -4.0627
H -0.6100 -3.4959 -2.4615
H -1.1203 -3.0254 -0.8072
H 1.1055 -5.0405 -2.1665
H 3.2472 -5.7116 -1.1181
H 4.2300 -4.2018 0.6777
H 3.7198 -0.8949 0.8492
H 4.1543 -2.2874 1.9077
H 3.0696 -2.5652 4.6776
H 2.2008 -4.5388 5.9015
H 0.0274 -5.5244 5.1818
H -1.2651 -4.4651 3.4315
O 2.7951 3.8981 2.0962
C 1.7303 3.1519 1.8486
O 1.8082 1.9914 1.5334
C 0.4500 3.9813 1.9298
O -0.6960 3.2309 1.5735
C -1.5468 2.9093 2.6813
C -0.9431 1.7574 3.5006
O -1.0229 1.8326 4.7267
O -0.4467 0.8062 2.7839
H 3.6008 3.3536 2.0228
H 0.5241 4.8241 1.2391
H 0.3536 4.3431 2.9490
H -2.4950 2.6100 2.2690
H -1.7122 3.7454 3.3545
Br 2.8763 0.7310 -1.2598
N 0.6282 6.3136 -4.3869
C -0.5171 5.6618 -4.2193
S -1.9099 6.1316 -4.9827
C -0.4144 4.5261 -3.2218
C 0.6303 4.4271 -2.3467
C 0.6973 3.3528 -1.4762
N -0.2215 2.3934 -1.4366
C -1.2477 2.4827 -2.2680
C -1.3928 3.5323 -3.1867
H 0.6231 7.0679 -5.0464
H 1.5196 5.9585 -4.0672
H 1.3906 5.2145 -2.2440
H 1.5460 3.2682 -0.8108
H -2.0199 1.7080 -2.1854
H -2.2923 3.5859 -3.8096
```

Computed properties:
* total charge: -1
* energy above the lowest of the compared OMol25 structures with the same formula, charge and spin: 0.0 kcal/mol


No. 7
# C2H2Cl2O2S3SbZn

A molecular structure, C2H2Cl2O2S3SbZn at a distorted geometry (the ωB97M-V functional and the def2-TZVPD basis, the OMol25 dataset).

```
13
Properties=species:S:1:pos:R:3
Zn 0.0000 0.0000 0.0000
S 1.8505 -3.2052 -0.2307
Sb 1.1924 -2.0652 -1.7837
S -1.0363 -1.8331 -0.7565
S 2.1057 -0.0190 -0.7565
Cl -2.7629 -1.0067 -0.2099
C -3.1033 0.7473 -0.1588
Cl -3.1712 1.3079 1.5371
C -2.0566 1.5441 -0.9684
O -2.5363 2.2066 -1.9422
O -0.8475 1.4679 -0.5996
H -4.1018 0.8906 -0.5823
H 0.0000 0.0000 1.5460
```

Computed properties:
* spin multiplicity: 2
* <S²>: 0.76
* total charge: -2


No. 8
# C10H13N2O

2 unconnected molecules or ions with the total composition C10H13N2O at a distorted geometry (the ωB97M-V functional and the def2-TZVPD basis, the OMol25 dataset).

```
26
Properties=species:S:1:pos:R:3
C 3.5263 1.1730 -0.3355
C 4.4869 0.3381 0.1749
C 2.3636 0.2806 -0.2594
C -2.0009 1.3416 0.7363
C -0.9468 1.4951 -0.1746
C -2.4245 -0.0274 1.3218
C -2.0853 -1.1077 -0.9656
C -0.7380 -0.5516 -1.6775
C -1.6826 -1.0869 0.5785
C -0.2841 0.3466 -0.6406
N 2.6672 -0.8625 0.3466
N -0.2332 -0.6462 0.5484
O 4.0067 -0.8352 0.5806
H 3.7366 2.1735 -0.6680
H 5.5850 0.5894 0.3641
H -2.4524 2.3064 1.0610
H -0.6406 2.5839 -0.3692
H -2.0262 -0.0648 2.3273
H -3.5429 -0.1932 1.4396
H -2.9204 -0.3840 -1.1233
H -2.2548 -2.1444 -1.4241
H 0.0659 -1.2046 -1.9117
H -1.0592 -0.1210 -2.6227
H -1.6960 -1.9382 1.1531
H 0.1150 -0.0206 1.3680
H 0.4346 -1.4401 0.1721
```

Computed properties:
* total charge: +1
* energy above the lowest of the compared OMol25 structures with the same formula, charge and spin: 197.5 kcal/mol


| no. | DFT total energy (Eh) |
| --- | --- |
| 1 | -987.88034 |
| 2 | -3694.19154 |
| 3 | -850.94296 |
| 4 | -1513.30474 |
| 5 | -899.02590 |
| 6 | -6258.06483 |
| 7 | -4362.34560 |
| 8 | -573.09579 |